# 1
{
  "formula": "C8H16Si",
  "method": "ωB97M-V/def2-TZVPD",
  "e_tot_ev": -16427.769,
  "orbital_gap_ev": 7.1637,
  "lumo_energy_ev": -0.5,
  "de_lowest_kcal_mol": 133.8,
  "homo_energy_ev": -7.70,
  "symbols": ["Si", "C", "C", "C", "C", "C", "C", "C", "C", "H", "H", "H", "H", "H", "H", "H", "H", "H", "H", "H", "H", "H", "H", "H", "H"],
  "coordinates": [[0.02, 0.28, 0.85], [-1.25, 2.53, -0.41], [1.74, -0.23, 0.13], [-3.56, -1.35, -0.33], [2.87, 0.44, 1.01], [1.81, -1.73, 0.31], [-0.39, 2.11, 0.51], [1.93, 0.04, -1.36], [-4.50, -1.07, 0.52], [1.33, -2.21, 1.24], [-2.78, -0.63, -0.58], [-1.72, 1.83, -1.09], [3.44, -0.40, 1.58], [-1.55, 3.54, -0.50], [-4.64, -0.36, 1.21], [1.09, -0.11, -2.02], [0.14, 2.92, 1.02], [2.92, -0.29, -1.68], [2.49, 1.19, 1.66], [-5.44, -1.75, 0.51], [2.25, 1.16, -1.67], [-3.65, -2.34, -0.77], [1.05, -2.24, -0.40], [3.61, 0.84, 0.21], [2.79, -2.17, 0.06]]
}


# 2
{
  "formula": "C53H75F4N11O3",
  "method": "ωB97M-V/def2-TZVPD",
  "e_tot_ev": -89575.385,
  "orbital_gap_ev": 7.9735,
  "lumo_energy_ev": 0.0,
  "de_lowest_kcal_mol": 0.0,
  "homo_energy_ev": -7.99,
  "smiles": "CCC[C@H](C)[C@]1(CCC(F)(F)F)C(=O)O[C@](F)(CN)[C@]1(CN)C[C@@H](C)O.c1cc[nH]c1.c1cc[nH]c1.c1cc[nH]c1.c1cc[nH]c1.c1cc[nH]c1.c1cc[nH]c1.c1cc[nH]c1.c1cc[nH]c1.c1cc[nH]c1",
  "symbols": ["F", "F", "F", "F", "O", "O", "O", "N", "N", "N", "N", "N", "N", "N", "N", "N", "N", "N", "C", "C", "C", "C", "C", "C", "C", "C", "C", "C", "C", "C", "C", "C", "C", "C", "C", "C", "C", "C", "C", "C", "C", "C", "C", "C", "C", "C", "C", "C", "C", "C", "C", "C", "C", "C", "C", "C", "C", "C", "C", "C", "C", "C", "C", "C", "C", "C", "C", "C", "C", "C", "C", "H", "H", "H", "H", "H", "H", "H", "H", "H", "H", "H", "H", "H", "H", "H", "H", "H", "H", "H", "H", "H", "H", "H", "H", "H", "H", "H", "H", "H", "H", "H", "H", "H", "H", "H", "H", "H", "H", "H", "H", "H", "H", "H", "H", "H", "H", "H", "H", "H", "H", "H", "H", "H", "H", "H", "H", "H", "H", "H", "H", "H", "H", "H", "H", "H", "H", "H", "H", "H", "H", "H", "H", "H", "H", "H"],
  "coordinates": [[-1.20, 4.09, 1.83], [0.04, 2.27, 1.55], [-1.95, 2.12, 2.55], [-0.56, 1.97, -4.19], [-1.50, 0.14, -3.37], [-1.27, -1.85, -2.39], [4.03, -0.34, -1.84], [-4.28, 7.95, 2.75], [10.58, -0.87, -1.01], [-6.44, 10.20, -1.80], [-4.88, 7.75, 7.42], [7.10, 0.63, 2.86], [-0.80, -6.02, -2.01], [3.94, -2.93, 4.46], [1.75, 0.44, -5.12], [-3.83, -3.49, -3.50], [1.35, 3.38, -2.56], [-3.03, -7.16, -4.39], [-5.28, -4.26, -4.98], [0.34, 1.00, -1.89], [1.86, 0.73, -1.75], [-0.45, -4.92, -1.27], [7.82, -1.44, 2.54], [-4.17, -3.47, -4.82], [-2.08, -1.55, 0.41], [0.41, -1.31, 0.68], [-6.09, 9.20, -0.94], [-1.29, -0.65, -2.21], [7.73, -0.20, 1.97], [-3.23, 7.09, 2.96], [-6.94, 8.14, -1.15], [-4.19, 7.07, 6.46], [4.57, -3.76, 3.57], [6.80, -0.07, 4.00], [-7.84, 8.53, -2.18], [7.24, -1.36, 3.83], [-2.31, -9.24, -4.64], [-2.40, -8.01, -5.25], [-5.12, 7.42, 1.80], [3.64, -3.63, 5.60], [-0.86, -0.48, 0.26], [1.11, -6.52, -1.01], [-3.35, -7.83, -3.23], [4.66, -5.00, 4.14], [0.51, -0.08, -4.49], [-2.92, -9.13, -3.37], [11.18, -2.09, -0.84], [-3.41, 6.00, 2.15], [9.26, -1.05, -1.32], [-0.89, 0.40, -1.04], [10.23, -3.06, -1.05], [-2.08, 2.58, 0.19], [2.62, -0.60, -1.47], [-2.15, 1.37, -0.76], [-7.51, 9.80, -2.56], [-4.70, -4.28, -2.81], [0.73, -5.21, -0.63], [-0.34, -1.59, 3.25], [9.02, -2.40, -1.36], [0.33, 2.64, -1.80], [-4.17, 7.73, 8.59], [0.15, -6.99, -1.86], [-3.01, 7.02, 8.37], [-5.61, -4.78, -3.71], [-0.21, 0.84, -3.42], [-4.60, 6.21, 1.42], [4.07, -4.92, 5.43], [2.28, -1.90, -2.30], [0.23, -2.27, 1.94], [-1.25, 2.72, 1.48], [-3.03, 6.60, 7.02], [0.71, -1.98, -0.18], [3.73, -1.96, 4.30], [-2.06, -7.67, -6.21], [1.29, -2.64, 2.19], [-7.93, 10.45, -3.30], [0.50, -1.29, 3.97], [-3.05, -2.99, -3.09], [-2.75, 5.14, 2.10], [10.39, -4.12, -0.99], [4.89, -3.39, 2.61], [-0.66, 3.11, -2.04], [4.30, 0.38, -1.24], [6.89, 1.60, 2.70], [1.99, -7.06, -0.69], [-2.24, 6.83, 9.10], [8.27, -2.31, 2.08], [-6.93, 7.20, -0.62], [-3.60, -2.89, -5.53], [6.31, 0.41, 4.83], [-4.60, -4.43, -1.75], [-2.43, -1.62, 1.48], [12.22, -2.16, -0.58], [8.05, 0.17, 1.00], [-4.55, 8.21, 9.48], [11.04, 0.02, -0.92], [-5.99, 11.10, -1.86], [-3.86, -7.33, -2.42], [2.57, -0.14, -4.92], [1.27, -4.55, 0.03], [-1.63, -6.09, -2.58], [1.22, -0.56, 0.98], [7.14, -2.15, 4.55], [1.59, 2.98, -3.47], [-0.91, -2.41, 3.82], [-3.09, 0.76, -0.53], [-5.04, 5.54, 0.68], [2.35, 1.06, -2.73], [-0.24, -0.10, -5.36], [0.05, -7.94, -2.38], [0.55, 2.87, -0.71], [3.98, -5.72, 6.15], [-4.59, 6.97, 5.46], [-2.40, 1.80, -1.80], [-5.79, -4.45, -5.92], [-8.64, 7.93, -2.59], [-6.43, -5.45, -3.47], [5.10, -5.88, 3.69], [-4.41, 8.83, 3.21], [2.76, -0.90, -0.38], [-1.71, -2.57, 0.05], [8.07, -2.86, -1.58], [-3.03, -9.91, -2.63], [-1.08, -0.76, 3.10], [-2.27, 6.02, 6.51], [2.27, 1.49, -1.00], [2.96, -2.77, -2.02], [8.62, -0.20, -1.49], [2.23, 3.48, -2.06], [-0.34, -3.23, 1.70], [-2.97, -1.31, -0.23], [-3.24, -6.19, -4.57], [-6.00, 7.95, 1.49], [3.14, -3.15, 6.42], [0.56, -1.18, -4.21], [2.50, -1.67, -3.39], [1.92, 1.42, -4.90], [-3.16, 2.78, 0.53], [-1.07, -4.04, -1.26], [-5.27, 9.32, -0.25], [-5.77, 8.21, 7.29], [-1.08, 0.16, 1.19], [-2.46, 7.33, 3.68], [1.22, -2.27, -2.21], [-1.87, -10.13, -5.07], [-1.88, 3.53, -0.42]]
}


# 3
{
  "formula": "C3H5FS",
  "method": "ωB97M-V/def2-TZVPD",
  "e_tot_ev": -16743.120,
  "orbital_gap_ev": 8.4947,
  "lumo_energy_ev": -0.5,
  "de_lowest_kcal_mol": 24.3,
  "homo_energy_ev": -9.03,
  "smiles": "C[C@H](F)C=S",
  "symbols": ["S", "F", "C", "C", "C", "H", "H", "H", "H", "H"],
  "coordinates": [[-1.20, -0.27, -2.35], [-0.71, 1.25, 1.05], [-1.24, -0.08, -0.73], [1.06, -0.46, 0.55], [-0.19, 0.63, -0.01], [-2.10, -0.47, -0.14], [1.94, -0.39, -0.10], [0.26, 1.41, -0.56], [0.86, -1.60, 0.73], [1.32, -0.02, 1.54]]
}


# 4
{
  "formula": "C21H20Co2NO6",
  "method": "ωB97M-V/def2-TZVPD",
  "e_tot_ev": -111129.707,
  "orbital_gap_ev": 6.9827,
  "lumo_energy_ev": 2.8,
  "de_lowest_kcal_mol": 0.0,
  "homo_energy_ev": -4.14,
  "total_charge": -1,
  "symbols": ["Co", "Co", "O", "O", "O", "O", "O", "O", "N", "C", "C", "C", "C", "C", "C", "C", "C", "C", "C", "C", "C", "C", "C", "C", "C", "C", "C", "C", "C", "C", "H", "H", "H", "H", "H", "H", "H", "H", "H", "H", "H", "H", "H", "H", "H", "H", "H", "H", "H", "H"],
  "coordinates": [[-0.03, -0.13, -1.48], [1.44, -2.03, -2.13], [-2.42, 1.28, -2.26], [1.78, -2.79, 0.68], [-0.53, -0.65, 1.34], [1.54, 2.29, -1.86], [2.93, -4.32, -3.16], [3.65, -0.06, -2.10], [1.29, 1.88, 2.16], [0.99, 1.28, -1.70], [2.34, -3.40, -2.78], [-1.47, 0.70, -1.95], [-3.44, -3.12, -0.65], [0.36, -1.39, -4.84], [-1.61, -2.54, -2.16], [1.59, -2.45, -0.40], [-0.47, 3.56, 1.98], [2.69, -0.70, -2.13], [1.43, 3.65, 3.71], [0.46, -1.75, -3.56], [-2.43, -2.90, -3.26], [-2.10, -2.81, -0.86], [2.56, 1.66, 2.80], [-0.28, -0.51, 0.20], [-3.77, -3.24, -3.04], [2.71, 2.81, 3.81], [-4.30, -3.28, -1.74], [0.42, 2.76, 2.93], [-0.46, 1.98, 3.90], [-0.32, -1.89, -2.38], [2.82, 2.39, 4.82], [-0.57, -0.98, -5.24], [-1.41, -2.72, -0.01], [1.24, -1.47, -5.48], [3.36, 1.68, 2.04], [-2.01, -2.88, -4.27], [-5.36, -3.44, -1.58], [-1.11, 2.67, 4.45], [3.60, 3.40, 3.57], [0.84, 1.06, 1.75], [1.63, 4.55, 3.13], [0.14, 1.42, 4.63], [-1.16, 2.89, 1.45], [-1.10, 1.27, 3.36], [-4.40, -3.45, -3.90], [-1.06, 4.29, 2.55], [2.61, 0.68, 3.31], [-3.81, -3.21, 0.37], [0.15, 4.08, 1.25], [1.04, 3.91, 4.70]]
}


# 5
{
  "formula": "C11H15N4S2Y",
  "method": "ωB97M-V/def2-TZVPD",
  "e_tot_ev": -40311.656,
  "orbital_gap_ev": 6.8228,
  "lumo_energy_ev": -7.1,
  "de_lowest_kcal_mol": 0.0,
  "homo_energy_ev": -13.97,
  "total_charge": 2,
  "symbols": ["Y", "S", "S", "N", "N", "N", "N", "C", "C", "C", "C", "C", "C", "C", "C", "C", "C", "C", "H", "H", "H", "H", "H", "H", "H", "H", "H", "H", "H", "H", "H", "H", "H"],
  "coordinates": [[-2.53, 7.94, 14.34], [-1.12, 5.61, 15.30], [-4.53, 9.30, 10.27], [-1.41, 7.62, 12.22], [-1.31, 3.01, 15.50], [-0.87, 9.86, 15.10], [-3.36, 4.11, 15.53], [-0.40, 7.53, 9.58], [-1.66, 8.10, 9.84], [-0.21, 7.04, 11.94], [-2.15, 8.13, 11.16], [-2.01, 4.17, 15.46], [-3.44, 8.66, 11.50], [-5.72, 9.60, 11.47], [0.34, 7.00, 10.66], [-5.32, 9.27, 12.72], [-3.99, 8.71, 12.80], [-1.87, 1.67, 15.70], [-6.67, 10.04, 11.18], [-5.89, 9.39, 13.65], [-1.22, 10.37, 15.92], [0.35, 6.64, 12.78], [-2.25, 8.53, 9.03], [-2.28, 1.55, 16.71], [0.01, 7.51, 8.57], [-1.06, 0.94, 15.56], [-2.64, 1.46, 14.95], [1.30, 6.51, 10.52], [-3.87, 3.25, 15.72], [0.04, 9.45, 15.36], [-0.30, 3.12, 15.43], [-0.68, 10.52, 14.37], [-3.82, 5.01, 15.60]]
}


# 6
{
  "formula": "C24H44N2O15",
  "method": "ωB97M-V/def2-TZVPD",
  "e_tot_ev": -59285.989,
  "orbital_gap_ev": 10.8393,
  "lumo_energy_ev": 0.2,
  "de_lowest_kcal_mol": 35.5,
  "homo_energy_ev": -10.68,
  "smiles": "C[C@H]1COC(=O)O1.COC(=O)OC.COC(=O)OC.COC(=O)OC.COC(=O)OC.CCCC#N.CCCC#N",
  "symbols": ["O", "O", "O", "O", "O", "O", "O", "O", "O", "O", "O", "O", "O", "O", "O", "N", "N", "C", "C", "C", "C", "C", "C", "C", "C", "C", "C", "C", "C", "C", "C", "C", "C", "C", "C", "C", "C", "C", "C", "C", "C", "H", "H", "H", "H", "H", "H", "H", "H", "H", "H", "H", "H", "H", "H", "H", "H", "H", "H", "H", "H", "H", "H", "H", "H", "H", "H", "H", "H", "H", "H", "H", "H", "H", "H", "H", "H", "H", "H", "H", "H", "H", "H", "H", "H"],
  "coordinates": [[-7.38, 4.56, 27.59], [-3.57, 13.45, 24.49], [-8.47, 6.47, 27.04], [-5.23, 8.00, 22.55], [-10.33, 11.09, 19.33], [-10.03, 12.11, 24.09], [-10.68, 9.80, 24.41], [-4.49, 12.18, 22.77], [-6.30, 6.28, 26.15], [-5.99, 12.98, 24.48], [-4.85, 8.99, 24.60], [-12.18, 10.15, 20.09], [-7.01, 9.17, 23.69], [-12.40, 11.58, 18.47], [-12.01, 11.50, 23.26], [-15.24, 3.80, 23.14], [-12.26, 16.83, 20.40], [-14.06, 7.02, 22.73], [-8.71, 10.76, 21.13], [-11.99, 15.72, 20.45], [-5.85, 7.99, 21.36], [-11.64, 14.32, 20.36], [-6.16, 3.87, 27.64], [-11.16, 9.38, 20.65], [-9.36, 14.38, 21.26], [-15.23, 6.30, 22.25], [-8.90, 11.91, 24.94], [-10.88, 11.13, 23.89], [-13.18, 10.74, 23.26], [-5.72, 8.66, 23.64], [-9.78, 10.13, 20.21], [-15.25, 4.87, 22.75], [-12.86, 6.33, 23.36], [-11.68, 11.01, 19.26], [-3.70, 13.99, 25.76], [-7.32, 5.83, 26.91], [-10.78, 13.89, 21.49], [-5.38, 9.63, 25.76], [-5.65, 11.75, 21.97], [-4.71, 12.82, 23.91], [-8.75, 7.67, 26.26], [-14.40, 7.66, 23.51], [-5.88, 10.58, 25.41], [-9.05, 11.82, 26.02], [-12.11, 7.08, 23.44], [-8.73, 13.97, 22.09], [-4.38, 14.79, 25.58], [-9.31, 15.47, 21.28], [-10.86, 12.78, 21.64], [-5.54, 8.80, 20.72], [-8.43, 10.98, 24.54], [-8.96, 14.06, 20.29], [-5.60, 4.02, 26.70], [-12.52, 13.75, 20.23], [-5.61, 7.15, 20.85], [-12.35, 5.68, 22.66], [-6.45, 11.45, 22.62], [-4.05, 13.20, 26.46], [-9.34, 9.50, 19.52], [-8.57, 8.60, 26.89], [-11.05, 8.31, 20.24], [-8.31, 12.84, 24.93], [-8.40, 9.98, 21.83], [-11.13, 14.30, 22.42], [-13.75, 7.72, 22.00], [-6.91, 8.01, 21.44], [-7.81, 11.06, 20.53], [-4.62, 9.84, 26.52], [-9.08, 11.57, 21.71], [-13.26, 10.21, 24.21], [-15.53, 6.42, 21.16], [-8.26, 7.67, 25.30], [-5.59, 11.08, 21.16], [-6.27, 2.84, 27.67], [-9.77, 7.79, 26.13], [-11.02, 14.14, 19.47], [-2.80, 14.46, 26.13], [-11.26, 9.33, 21.72], [-16.17, 6.83, 22.62], [-13.10, 5.76, 24.26], [-5.63, 4.29, 28.54], [-13.13, 9.93, 22.55], [-6.24, 9.13, 26.25], [-14.10, 11.39, 23.13], [-6.10, 12.72, 21.73]]
}


# 7
{
  "formula": "C18H60O21",
  "method": "ωB97M-V/def2-TZVPD",
  "e_tot_ev": -62629.595,
  "orbital_gap_ev": 8.7710,
  "lumo_energy_ev": -0.2,
  "de_lowest_kcal_mol": 78.4,
  "homo_energy_ev": -8.97,
  "smiles": "OCCO.OCCO.OCCO.OCCO.OCCO.OCCO.OCCO.OCCO.OCCO.O.O.O",
  "symbols": ["O", "O", "O", "O", "O", "O", "O", "O", "O", "O", "O", "O", "O", "O", "O", "O", "O", "O", "O", "O", "O", "C", "C", "C", "C", "C", "C", "C", "C", "C", "C", "C", "C", "C", "C", "C", "C", "C", "C", "H", "H", "H", "H", "H", "H", "H", "H", "H", "H", "H", "H", "H", "H", "H", "H", "H", "H", "H", "H", "H", "H", "H", "H", "H", "H", "H", "H", "H", "H", "H", "H", "H", "H", "H", "H", "H", "H", "H", "H", "H", "H", "H", "H", "H", "H", "H", "H", "H", "H", "H", "H", "H", "H", "H", "H", "H", "H", "H", "H"],
  "coordinates": [[1.43, -2.83, -2.20], [3.32, 1.90, 3.39], [1.90, 1.40, -2.47], [-1.85, 1.97, 4.79], [-2.59, -0.18, 3.40], [-2.26, 0.17, -2.29], [-0.17, -1.11, -1.29], [-1.23, -4.27, -1.37], [1.79, 1.52, -7.29], [0.03, -0.96, 2.21], [-4.82, -4.20, -1.98], [0.23, 0.18, -4.28], [-5.39, -3.21, 0.89], [4.84, 3.20, -2.66], [-2.93, 0.81, 0.69], [1.11, 2.85, -0.21], [4.42, 0.12, 0.36], [4.89, -1.54, -2.09], [-5.04, -1.27, 3.98], [-1.75, 3.22, 1.99], [0.68, 2.34, 4.13], [3.56, -1.77, -2.64], [-0.19, -1.56, 1.00], [-0.83, 1.74, 5.70], [-2.50, -3.80, -1.27], [0.08, -0.44, -0.08], [-0.96, 3.55, 0.91], [0.40, 1.25, 4.92], [1.02, 0.17, -5.44], [-3.55, -4.83, -1.86], [2.69, 2.36, -3.04], [3.45, 0.58, 1.31], [0.86, 1.45, -6.20], [0.43, 2.94, 0.99], [4.05, 2.06, -2.46], [2.73, -2.57, -1.66], [-4.83, -2.94, 2.16], [-5.40, -1.54, 2.60], [4.05, 0.81, 2.77], [3.99, -0.11, 3.37], [0.75, 0.51, -3.56], [-1.21, -1.80, 1.00], [3.04, -0.77, -2.75], [-0.82, -0.50, -1.73], [-5.84, -1.11, 4.51], [-0.58, 2.73, 6.17], [2.61, 1.55, -6.86], [-1.39, 2.37, 4.08], [-1.20, 1.14, 6.51], [-3.66, -5.67, -1.13], [-6.52, -1.54, 2.52], [-0.22, 1.58, -6.51], [1.77, 1.67, -1.59], [0.22, 1.97, 1.44], [2.31, 3.34, -2.74], [3.53, 1.81, 4.32], [2.02, 0.00, -5.06], [5.13, 0.80, 0.31], [1.25, 1.09, 5.57], [1.11, 3.34, 1.74], [2.57, -0.04, 1.32], [-3.69, -2.95, 2.22], [1.06, 3.73, -0.67], [5.05, 1.19, 2.87], [-0.57, -3.57, -1.15], [-2.36, 1.49, 1.01], [-2.48, 0.12, -1.34], [1.12, -0.08, -0.15], [2.70, -1.97, -0.77], [3.07, 1.56, 0.98], [2.83, 2.27, -4.13], [-1.84, 1.06, -2.30], [-0.56, 0.41, 0.12], [3.32, -3.38, -1.40], [-2.49, 3.76, 2.01], [-2.49, -2.91, -1.84], [-5.21, -3.99, -1.12], [-3.36, -5.21, -2.84], [0.89, -2.02, -1.97], [-2.69, -3.46, -0.28], [-0.85, -0.73, 2.53], [-2.45, 0.51, 4.06], [0.39, -2.47, 0.74], [1.56, 2.21, 3.77], [-1.44, 3.26, -0.03], [1.06, 2.34, -5.62], [4.46, 3.90, -2.12], [-0.82, 4.60, 0.99], [-4.99, -0.94, 1.87], [4.59, 1.21, -2.82], [4.82, -1.26, -1.19], [3.96, 1.92, -1.38], [-3.32, -0.71, 3.72], [-6.19, -3.77, 1.08], [0.78, -0.70, -6.10], [-2.99, 0.30, 1.46], [-5.13, -3.76, 2.73], [3.47, -2.20, -3.62], [0.28, 0.32, 4.35]]
}


# 8
{
  "formula": "C3H4N2O2S",
  "method": "ωB97M-V/def2-TZVPD",
  "e_tot_ev": -21086.212,
  "orbital_gap_ev": 8.7261,
  "lumo_energy_ev": 0.4,
  "de_lowest_kcal_mol": 14.3,
  "homo_energy_ev": -8.34,
  "smiles": "O=c1[nH]c(O)c(S)[nH]1",
  "symbols": ["S", "O", "O", "N", "N", "C", "C", "C", "H", "H", "H", "H"],
  "coordinates": [[2.41, -0.86, -0.06], [0.77, 1.93, 0.02], [-2.81, -0.83, -0.01], [-0.49, -1.28, 0.01], [-1.15, 0.77, 0.02], [-1.63, -0.49, 0.00], [0.21, 0.78, -0.19], [0.68, -0.49, -0.30], [2.59, -0.84, 1.26], [-1.76, 1.58, -0.03], [1.72, 1.94, -0.31], [-0.55, -2.20, -0.42]]
}


# 9
{
  "formula": "CCl3NP",
  "method": "ωB97M-V/def2-TZVPD",
  "e_tot_ev": -49373.993,
  "orbital_gap_ev": 9.1028,
  "lumo_energy_ev": -7.6,
  "de_lowest_kcal_mol": 40.4,
  "homo_energy_ev": -16.72,
  "total_charge": 1,
  "symbols": ["Cl", "Cl", "Cl", "P", "N", "C"],
  "coordinates": [[1.31, 1.12, -1.28], [0.36, -2.08, -0.66], [1.49, 0.40, 1.90], [0.49, 0.14, 0.18], [-2.39, 0.20, -0.10], [-1.26, 0.21, -0.04]]
}